(1)
167
Properties=species:S:1:pos:R:3 method="wB97M-V/def2-TZVPD" mol_weight_g_mol=1341.5 orbital_gap_ha=0.1450 lumo_ev=-7.7 max_force_ev_per_a=3.424 total_charge=+2 e_above_lowest_ev=0.0000
Hg -0.56 3.49 -3.05
Hg -0.25 -4.16 1.91
O -0.50 -2.14 0.77
O -1.52 1.52 -1.93
O -0.07 7.50 -0.25
O 2.15 -1.13 0.99
O 0.34 -4.36 4.87
O 1.14 3.26 -4.57
O -8.71 -0.24 0.77
O -2.10 -2.62 -5.10
O 1.02 2.21 -2.01
O 3.57 2.17 3.69
O -0.20 -6.67 -2.80
O 6.94 -0.39 0.42
O -3.84 2.26 2.47
N -2.92 -0.25 2.80
N 1.03 -4.90 0.12
N -3.25 -0.26 -4.05
N 1.81 -3.27 2.57
N 10.01 -0.46 2.40
N -1.44 2.31 -4.96
N 0.45 4.96 -1.39
N 1.85 3.57 0.78
N -5.08 0.12 0.84
C 1.76 -4.42 4.77
C 1.66 0.48 -0.51
C 2.18 4.21 -4.81
C -2.38 -2.51 -3.70
C 7.79 -0.19 1.53
C 1.78 -1.87 4.57
C -4.76 -2.15 -4.25
C -0.72 0.44 3.37
C -1.48 4.06 0.01
C -6.45 0.08 0.35
C 2.24 -3.21 3.97
C 2.57 3.60 2.05
C 0.90 2.31 -5.64
C 1.86 4.45 3.12
C -2.15 0.94 3.31
C -0.57 0.36 -6.13
C 2.78 2.14 2.52
C -6.40 -0.92 -0.84
C -0.25 -5.34 5.69
C 0.73 -6.49 -1.79
C -4.46 3.35 1.85
C -0.07 8.69 0.54
C -2.44 2.12 2.41
C -0.77 5.29 -0.62
C -0.18 -1.04 0.24
C -7.44 -0.27 1.45
C 9.11 -0.97 1.40
C -0.75 0.80 -1.28
C 0.51 -5.06 -1.27
C 5.67 0.18 0.64
C 1.25 -3.99 -2.06
C -3.59 -1.59 -3.48
C 9.05 -2.47 1.33
C -1.10 -0.37 -0.55
C -0.28 -7.98 -3.33
C -0.43 6.32 0.45
C 0.75 1.19 -1.34
C 1.25 -0.62 0.27
C -1.06 -3.56 -5.36
C -9.71 0.31 1.64
C 3.55 0.99 4.48
C -0.27 1.41 -5.08
H 0.81 4.14 3.20
H -9.85 -0.42 2.44
H 5.06 -0.14 -0.22
H -1.57 -0.03 -6.00
H 0.09 -0.50 -5.98
H 0.03 1.11 3.79
H 10.05 -2.90 1.44
H 2.27 4.80 -3.90
H -7.20 -1.28 1.79
H 2.65 0.87 -0.38
H -0.02 -6.36 5.37
H 0.66 -7.24 -1.00
H -2.29 1.77 -4.80
H 2.06 -5.38 4.32
H 1.93 4.85 -5.66
H 3.37 1.64 1.74
H -1.39 -4.59 -5.25
H 3.58 4.01 1.92
H -7.44 0.48 2.23
H -1.89 2.99 2.79
H 0.41 6.08 1.10
H 2.61 -3.64 2.06
H -2.16 1.89 1.38
H 0.43 8.56 1.50
H -1.47 -2.04 -3.29
H 3.19 3.83 -4.97
H -1.12 8.96 0.67
H -0.86 3.21 0.27
H 0.71 2.86 -6.56
H 8.08 0.87 1.51
H 2.52 0.63 4.50
H -0.13 -8.73 -2.55
H 1.89 -2.32 2.17
H -3.80 -1.51 -2.42
H -3.92 4.29 1.97
H 1.00 4.50 -0.64
H 0.87 -3.02 -1.72
H -4.86 -3.22 -4.11
H 2.13 -1.12 3.86
H -4.92 0.86 1.52
H 1.11 -5.86 0.45
H 2.18 -1.63 5.55
H -1.46 5.79 -1.31
H 0.98 5.82 -1.51
H -2.59 -0.39 -4.80
H -1.40 6.56 0.91
H -0.54 -4.75 -1.30
H -4.77 3.17 0.82
H 4.21 0.23 4.04
H 1.10 -4.02 -3.13
H 1.92 -4.41 0.17
H 1.80 1.70 -5.70
H -0.49 0.72 -7.15
H 1.77 -6.54 -2.12
H 0.51 9.44 0.00
H -6.12 -1.91 -0.48
H -1.57 2.80 -5.84
H 2.21 2.69 0.41
H 0.87 3.36 0.93
H 1.79 1.69 2.62
H -0.02 0.94 -4.13
H -0.69 -0.43 4.01
H 8.63 -2.84 0.40
H -10.60 0.32 1.00
H -5.38 3.56 2.41
H 8.48 -2.95 2.13
H 5.79 1.24 0.39
H -9.46 1.33 1.92
H -5.71 -1.77 -3.88
H 3.34 -3.23 4.05
H -5.58 -0.69 -1.52
H 7.29 -0.44 2.47
H -0.28 0.13 2.42
H 2.24 -4.43 5.75
H -4.76 -1.92 -5.32
H 2.21 4.36 4.14
H -2.52 -0.31 1.86
H 1.86 5.50 2.83
H 2.32 -3.91 -1.85
H 9.92 0.54 2.56
H 0.70 -1.96 4.70
H 0.47 -8.12 -4.11
H -2.28 3.67 -0.63
H -1.33 -5.26 5.58
H 10.98 -0.64 2.21
H -1.25 -8.30 -3.72
H -0.29 -3.42 -4.59
H -2.15 -0.65 -0.56
H -2.55 1.09 4.32
H -3.88 0.02 2.61
H -4.57 0.41 0.00
H 9.44 -0.56 0.43
H -2.77 0.25 -3.32
H 5.21 -0.08 1.59
H -2.02 4.43 0.89
H -7.33 -0.78 -1.40
H -6.77 1.06 -0.03
H 3.84 1.40 5.45
H 0.14 -5.21 6.70
H -2.47 -3.53 -3.31
H -0.74 -3.31 -6.37

---

(2)
159
Properties=species:S:1:pos:R:3 method="wB97M-V/def2-TZVPD" mol_weight_g_mol=839.3 orbital_gap_ha=0.2901 lumo_ev=0.0 max_force_ev_per_a=4.169 total_charge=0 smiles=CC1(C)CCCC(C)(C)N1O.CC1(C)CCCC(C)(C)N1O.CC1(C)CCCC(C)(C)N1O.CC1(C)CCCC(C)(C)N1O.CCO.CCO.CCO.O.O.O.O e_above_lowest_ev=3.1683
O -3.93 -8.20 -1.69
O -1.99 -11.53 3.64
O -0.85 -9.48 -3.70
O 7.55 -11.74 2.52
O -8.02 -10.95 -2.83
O 0.10 -8.98 -0.60
O -4.80 -12.72 2.84
O -7.96 -14.36 1.68
O 1.15 -10.66 -10.01
O -1.51 -12.71 -3.56
O -5.06 -14.76 -5.82
N -1.55 -13.03 -2.19
N -8.26 -15.73 1.72
N 6.42 -12.51 2.02
N 0.66 -11.43 -9.04
C -3.72 -16.52 -4.86
C -9.61 -16.09 2.02
C -0.42 -12.25 -9.57
C -2.71 -13.10 0.06
C 5.32 -11.63 1.52
C 4.85 -10.68 2.61
C -0.54 -14.04 -1.91
C 0.12 -13.32 -10.63
C 5.81 -10.72 0.35
C -2.82 -12.87 -1.52
C 5.50 -14.40 0.81
C -9.02 -18.51 1.28
C 0.25 -10.39 1.42
C 7.43 -14.70 2.29
C -7.72 -11.81 -1.81
C 1.59 -11.79 -7.91
C -3.90 -13.83 -2.02
C -7.48 -16.40 -0.64
C 0.33 -10.30 -0.15
C -7.31 -16.51 0.89
C 4.50 -13.58 0.09
C -3.42 -11.48 -1.71
C -0.42 -14.24 -0.32
C -3.94 -15.60 -6.05
C 7.88 -13.43 0.22
C 0.86 -13.60 -2.45
C -1.06 -12.97 -8.38
C 4.14 -12.45 1.10
C 2.86 -12.67 -8.40
C 6.81 -13.71 1.26
C -5.88 -16.26 1.32
C -0.88 -15.42 -2.38
C -1.81 -14.36 0.42
C 0.77 -12.33 -6.71
C -7.53 -18.07 1.20
C -9.06 -12.53 -1.61
C 2.04 -10.37 -7.38
C -1.50 -11.42 -10.38
C -0.09 -13.44 -7.31
C -10.12 -15.37 3.32
C -10.61 -15.81 0.88
C -9.75 -17.61 2.22
H -11.20 -15.48 3.45
H -5.34 -14.16 -6.51
H -1.31 -15.46 -3.38
H 1.31 -12.77 -5.87
H -2.67 -10.72 -1.53
H 7.14 -11.28 3.26
H -5.75 -16.49 2.37
H 0.52 -14.27 -7.67
H 0.21 -15.12 -0.16
H -1.49 -16.08 -1.76
H 6.89 -10.58 0.39
H -7.36 -14.42 2.43
H -3.06 -15.01 -6.32
H -4.23 -11.19 -1.04
H 5.80 -15.06 0.00
H -3.70 -13.44 0.38
H -8.27 -17.02 -1.07
H -10.54 -14.81 0.48
H 2.56 -10.43 -6.43
H -9.41 -17.84 3.23
H 0.86 -12.82 -11.25
H -0.14 -8.96 -1.53
H -0.73 -10.30 1.88
H -1.75 -13.80 -8.54
H -2.83 -17.09 -5.10
H -5.18 -16.88 0.76
H -2.70 -12.08 3.31
H 1.26 -10.64 -0.62
H -10.49 -16.41 -0.02
H -4.13 -13.49 -3.03
H 7.51 -12.81 -0.59
H 5.29 -9.77 0.36
H -4.78 -13.80 -1.37
H -6.87 -12.46 -2.01
H 8.38 -14.39 2.73
H -7.57 -15.31 -0.67
H 1.05 -9.91 1.99
H 3.61 -14.13 -0.21
H 3.35 -11.79 0.76
H -0.74 -13.70 -11.19
H -1.52 -9.60 -4.38
H -1.22 -11.09 -11.38
H -3.59 -15.88 -3.98
H 6.73 -14.88 3.10
H 0.23 -13.45 0.05
H -4.13 -16.17 -6.96
H -9.61 -12.78 -2.52
H -3.28 -7.51 -1.57
H 1.14 -9.81 -7.12
H -10.76 -18.04 2.23
H 3.58 -12.78 -7.59
H -1.73 -12.19 -8.04
H -7.01 -18.48 2.07
H 2.67 -9.79 -8.06
H 4.90 -13.26 -0.87
H 3.40 -12.18 -9.22
H 4.61 -11.16 3.56
H -1.81 -10.54 -9.82
H -6.99 -18.70 0.50
H 5.54 -11.13 -0.63
H -2.45 -11.97 -10.37
H 0.47 -11.44 1.61
H -9.14 -19.55 1.58
H 0.78 -14.13 -10.32
H -1.66 -12.00 4.41
H -5.45 -12.30 2.27
H 0.05 -15.98 -2.44
H -5.60 -15.23 1.12
H -6.61 -16.57 -1.27
H 3.97 -10.06 2.41
H 0.02 -11.62 -6.36
H 0.79 -13.67 -3.53
H -7.40 -11.23 -0.94
H 0.75 -9.82 -9.76
H -9.86 -11.89 -1.24
H -2.11 -13.37 -3.91
H 1.65 -14.29 -2.16
H -3.44 -14.81 -2.09
H -9.89 -14.31 3.24
H -0.96 -10.22 -3.12
H -4.27 -8.37 -0.81
H -9.11 -13.24 -0.79
H -2.38 -12.21 0.60
H 3.64 -12.92 1.95
H 8.78 -12.98 0.64
H -4.62 -17.13 -4.76
H -3.87 -11.28 -2.68
H -0.49 -10.90 -0.53
H -7.18 -10.71 -3.24
H -9.65 -15.80 4.20
H -2.24 -15.34 0.22
H 5.54 -9.88 2.90
H -9.46 -18.52 0.28
H -1.61 -14.34 1.49
H -0.51 -13.97 -6.45
H 5.06 -14.85 1.70
H 7.50 -15.72 1.89
H -5.06 -12.46 3.72
H -11.60 -15.88 1.32
H 2.52 -13.66 -8.69
H 1.14 -12.62 -2.06
H 8.20 -14.40 -0.16

---

(3)
160
Properties=species:S:1:pos:R:3 method="wB97M-V/def2-TZVPD" mol_weight_g_mol=853.3 orbital_gap_ha="0.0793 / 0.1982" lumo_ev="-3.6 / -3.6" max_force_ev_per_a=5.707 total_charge=+2 multiplicity=2 s2=0.7507
O -0.59 3.71 -8.51
O -1.16 3.88 5.65
O -1.25 1.49 0.83
O -5.44 -0.99 6.85
O -2.43 2.48 4.64
O 3.07 0.58 -1.67
O -0.68 3.09 3.54
O -0.35 -0.08 -0.45
O -1.49 -0.72 1.26
O 3.57 1.52 2.73
O -2.55 -4.85 0.23
N -2.66 -2.87 -2.25
N 6.94 2.50 3.19
N 3.15 -2.12 0.02
N -1.84 3.06 -5.32
N -4.77 -0.92 3.97
C -1.12 1.77 -5.95
C -0.78 3.49 -9.89
C 7.07 0.98 2.95
C 4.31 -3.00 0.60
C -2.96 -4.42 -2.18
C 3.03 -0.86 0.90
C -5.19 -1.02 8.31
C 1.77 -2.77 0.10
C 8.02 3.25 2.34
C -3.04 -2.31 -3.68
C 2.65 -0.73 -2.18
C -4.23 0.67 1.92
C -1.16 -2.56 -2.06
C 7.15 2.91 4.68
C 5.52 2.86 2.63
C -5.27 0.36 4.74
C -1.48 2.10 -2.86
C 4.42 2.35 3.53
C -3.41 -2.03 -1.11
C -4.94 -2.10 -1.13
C 1.18 -3.02 1.49
C 0.40 1.76 -5.74
C -3.38 2.90 -5.33
C 2.23 1.66 -2.04
C -5.09 0.25 6.27
C 4.45 -4.35 -0.21
C 8.07 4.80 2.38
C 3.51 -1.73 -1.47
C 2.36 2.11 2.29
C -5.59 -2.22 4.22
C -2.16 -5.23 -1.10
C -4.97 -0.59 2.45
C -1.44 3.19 4.64
C 7.03 0.49 1.52
C -2.19 -2.81 -4.84
C -1.04 0.18 0.50
C -1.41 3.30 -3.85
C -1.26 4.28 -6.18
C -1.61 4.31 -7.69
C -2.12 -5.85 1.22
C -2.79 -2.64 3.73
C -3.29 -1.27 4.22
H -0.80 1.25 -2.91
H -5.70 -1.85 8.79
H -2.51 -3.83 -5.05
H -3.23 -1.31 5.31
H -6.58 -1.83 4.47
H 7.00 3.99 4.63
H 8.99 2.78 2.46
H 3.59 -5.01 -0.29
H -1.65 5.13 -5.62
H 1.24 -2.04 -0.51
H -4.03 0.49 6.42
H 0.90 0.84 -6.04
H -1.58 5.37 -7.95
H 1.56 -0.74 -2.11
H 1.82 -3.67 -0.52
H -1.85 -2.90 4.21
H -6.02 -0.40 2.24
H 6.46 2.37 5.33
H -5.32 -2.07 -2.15
H -1.51 2.70 -10.04
H 2.23 -0.22 0.53
H 6.16 0.79 0.93
H -1.18 4.41 -10.31
H -1.05 -6.05 1.28
H -2.46 -2.21 -5.70
H 3.47 -2.65 -2.06
H 7.24 5.34 1.91
H -0.38 3.64 -3.88
H -3.62 2.98 -6.39
H -3.02 -2.43 -0.18
H 1.71 -3.82 2.00
H -5.36 -1.31 -0.49
H -0.18 4.38 -6.12
H -2.70 -6.77 1.14
H -2.36 -5.50 2.22
H 7.94 0.70 3.54
H 1.18 -2.20 2.21
H 5.47 3.95 2.76
H 4.82 -4.12 -1.21
H 7.69 3.05 1.32
H 5.18 -2.35 0.50
H 0.15 -3.39 1.44
H 0.17 3.25 -10.37
H -0.77 -1.62 -2.45
H 3.85 3.12 4.06
H 2.52 2.80 1.46
H -3.90 3.70 -4.79
H 2.92 -0.93 1.99
H -1.38 1.74 -7.00
H -4.61 -1.43 1.85
H -1.07 -5.15 -1.14
H 4.73 1.68 4.33
H -5.59 -0.14 8.81
H -2.96 -1.26 -3.42
H -2.46 -2.61 2.69
H -3.61 1.96 -4.82
H -1.60 0.92 -5.47
H 8.86 4.92 1.63
H -3.24 0.71 2.38
H -2.41 -6.27 -1.31
H -2.61 3.96 -7.93
H 3.93 -0.28 0.75
H 0.73 1.90 -4.71
H 1.73 1.30 1.92
H -2.84 -4.85 -3.17
H 4.19 -3.20 1.67
H -5.17 -2.82 5.02
H 7.92 0.73 0.95
H -4.01 -4.49 -1.90
H -5.38 -3.03 -0.78
H 5.48 2.69 1.55
H -5.52 1.13 6.76
H -1.92 4.16 -3.42
H -4.78 1.57 2.21
H 1.71 2.44 3.10
H -4.26 0.83 0.84
H -1.34 2.59 3.05
H -4.84 1.30 4.40
H 2.60 2.47 -1.41
H 1.20 1.43 -1.76
H 8.17 2.61 4.92
H 7.11 -0.60 1.52
H -3.35 -3.57 3.86
H -4.10 -2.57 -3.76
H -2.66 -0.44 3.91
H 5.20 -5.04 0.19
H 2.86 -0.70 -3.25
H 6.35 0.36 3.48
H -1.10 -2.86 -4.80
H -0.60 1.82 0.20
H -1.43 2.57 -1.88
H -5.71 -2.78 3.29
H 2.39 1.91 -3.08
H -3.00 -1.03 -1.22
H -0.62 -3.38 -2.53
H 0.79 2.54 -6.40
H -6.34 0.49 4.60
H 4.53 -1.35 -1.47
H 8.42 5.35 3.25
H -1.06 -2.84 -1.01
H -2.51 1.76 -2.92
H -4.14 -1.14 8.57